CH2FIS | ωB97M-V/def2-TZVPD

```
6
Properties=species:S:1:pos:R:3
C -0.85324 -0.91593 0.29706
F -1.17422 -1.95250 1.04478
S 0.21561 -1.29188 -1.01307
I -2.72388 0.09205 -0.14385
H -0.45660 0.12847 1.46777
H -0.14235 -0.32310 -1.72153
```

Values from the calculation:
Total charge = 0
Energy relative to the best compared isomer or geometry (same formula, charge and spin) = 2.4105 eV
Gap between HOMO and LUMO = 9.1 eV
E_HOMO = -0.343 Eh
Spin multiplicity = 1

Mulliken population analysis, charges in e, atoms 1 to 5: -0.15, -0.17, -0.11, 0.05, 0.26